# C2H4O2S

A 2-piece molecular cluster, C2H4O2S overall in a non-equilibrium geometry (wB97M-V/def2-TZVPD, the OMol25 dataset).

The geometry in XYZ format:
```
9
C2H4O2S, DFT wB97M-V/def2-TZVPD
C -1.01 0.64 -0.34
C -0.76 -0.69 -0.85
O -0.99 1.82 -0.50
O 1.81 -0.20 1.02
S -1.45 -0.49 0.84
H 0.29 -0.88 -1.07
H -1.53 -1.09 -1.46
H 1.29 0.35 1.61
H 2.36 0.54 0.76
```

Calculated values
net charge = 0
relative energy (zero: lowest compared OMol25 entry of this formula, charge and spin) = 160.46 kJ/mol
LUMO = 0.621 eV
E = -627.22302 a.u.
orbital gap = 10.4 eV
maximum force = 1.89 eV Å⁻¹
SMILES = O=C1CS1.O


# C4H9NO2

One molecule with the formula C4H9NO2 in a non-equilibrium geometry (wB97M-V/def2-TZVPD, the OMol25 dataset).

The geometry in XYZ format:
```
16
C4H9NO2, DFT wB97M-V/def2-TZVPD
C -0.04 -1.67 -0.54
C 0.71 -0.36 -0.43
C 0.24 0.65 -1.49
N 0.47 0.18 0.92
C -0.61 0.81 1.42
O -0.27 1.31 2.68
O -1.72 0.88 0.95
H -1.02 -1.57 -0.09
H 0.28 -2.69 -0.33
H -0.30 -1.74 -1.60
H 1.80 -0.45 -0.60
H -0.87 0.90 -1.50
H 0.31 0.13 -2.47
H 0.83 1.57 -1.52
H 1.27 0.48 1.49
H -1.09 1.57 3.12
```

Calculated values
net charge = 0
relative energy (zero: lowest compared OMol25 entry of this formula, charge and spin) = 62.77 kJ/mol
LUMO = 0.825 eV
E = -363.06163 a.u.
orbital gap = 10.7 eV
maximum force = 2.44 eV Å⁻¹
SMILES = CC(C)NC(=O)O


# C4H5N3

One molecule with the formula C4H5N3 in a non-equilibrium geometry (wB97M-V/def2-TZVPD, the OMol25 dataset).

The geometry in XYZ format:
```
12
C4H5N3, DFT wB97M-V/def2-TZVPD
C -2.19 -0.97 -0.13
C 0.56 1.16 -0.33
C 0.93 0.00 0.53
C 2.11 -0.50 0.17
H -3.14 -1.06 0.28
H -1.73 -1.70 -0.87
H 1.25 1.39 -1.25
H 0.08 1.98 0.23
H 0.78 0.58 1.60
N -1.56 0.08 0.32
N -0.27 -0.05 -0.41
N 3.18 -0.90 -0.14
```

Calculated values
net charge = 0
relative energy (zero: lowest compared OMol25 entry of this formula, charge and spin) = 499.30 kJ/mol
LUMO = 0.719 eV
E = -319.52203 a.u.
orbital gap = 10.8 eV
maximum force = 9.13 eV Å⁻¹
SMILES = C=NN1C[C@@H]1C#N


# C48H57N3O6

One molecule with the formula C48H57N3O6 in a non-equilibrium geometry (wB97M-V/def2-TZVPD, the OMol25 dataset).

The geometry in XYZ format:
```
114
C48H57N3O6, DFT wB97M-V/def2-TZVPD
C 6.11 1.99 0.02
O 5.60 0.65 0.09
C 4.27 0.47 -0.12
C 3.39 1.54 -0.41
C 2.07 1.23 -0.68
C 1.63 -0.11 -0.67
C 0.23 -0.42 -0.88
N -0.22 -1.53 -1.59
C 0.55 -2.53 -2.29
C 0.33 -3.91 -2.05
C -0.83 -4.44 -1.20
C -0.32 -4.90 0.17
C -1.60 -5.55 -1.92
C 1.24 -4.84 -2.56
C 2.28 -4.44 -3.39
C 2.39 -3.10 -3.76
C 1.51 -2.15 -3.25
C 1.53 -0.74 -3.87
C 0.85 -0.76 -5.24
C 2.94 -0.18 -3.96
N -1.56 -1.59 -1.55
N -1.96 -0.44 -0.95
C -3.39 -0.18 -1.02
C -4.22 -0.97 -0.20
C -3.61 -1.92 0.81
C -4.53 -3.09 1.17
C -3.21 -1.16 2.07
C -5.60 -0.81 -0.29
C -6.17 0.00 -1.28
C -5.33 0.62 -2.22
C -3.95 0.47 -2.14
C -3.10 1.00 -3.29
C -3.14 2.53 -3.33
C -3.47 0.37 -4.64
C -0.86 0.22 -0.37
C -0.90 1.36 0.58
C 2.52 -1.17 -0.35
C 3.83 -0.89 -0.06
H 7.18 1.86 0.21
H 5.93 2.42 -0.98
H 5.64 2.63 0.78
H 3.73 2.59 -0.46
H 1.35 2.03 -0.90
H -1.53 -3.61 -1.06
H 0.22 -4.08 0.66
H -1.15 -5.19 0.82
H 0.36 -5.75 0.06
H -1.95 -5.19 -2.90
H -0.98 -6.44 -2.08
H -2.49 -5.85 -1.34
H 1.13 -5.90 -2.30
H 3.00 -5.17 -3.77
H 3.16 -2.79 -4.47
H 0.94 -0.09 -3.21
H -0.16 -1.18 -5.15
H 0.78 0.25 -5.65
H 1.42 -1.40 -5.93
H 3.47 -0.29 -3.01
H 3.52 -0.69 -4.74
H 2.90 0.89 -4.19
H -2.71 -2.34 0.34
H -4.88 -3.61 0.27
H -3.98 -3.81 1.78
H -5.40 -2.75 1.75
H -2.54 -0.33 1.83
H -4.10 -0.75 2.55
H -2.69 -1.83 2.76
H -6.25 -1.33 0.43
H -7.25 0.12 -1.32
H -5.78 1.22 -3.02
H -2.07 0.70 -3.06
H -2.81 2.94 -2.36
H -2.47 2.91 -4.11
H -4.15 2.89 -3.52
H -3.41 -0.72 -4.58
H -4.49 0.64 -4.94
H -2.78 0.70 -5.42
H -1.84 1.39 1.17
H -0.64 2.28 0.03
H 2.13 -2.19 -0.29
H 4.56 -1.67 0.18
C 3.77 -1.61 5.95
O 2.83 -1.86 4.90
C 2.32 -0.82 4.19
C 1.34 -1.20 3.23
C 0.70 -0.23 2.49
C 0.97 1.13 2.67
C 0.29 2.15 1.79
C 0.03 3.38 2.54
C -0.33 4.56 1.76
O -0.65 4.55 0.59
O -0.33 5.78 2.43
C 0.27 5.84 3.74
C 1.79 5.84 3.68
C -0.16 7.14 4.43
O -0.22 4.74 4.53
C -0.23 3.47 3.97
O -0.49 2.55 4.72
C 1.93 1.50 3.64
C 2.65 0.55 4.35
H 3.97 -2.61 6.32
H 4.70 -1.17 5.57
H 3.35 -1.01 6.76
H 1.07 -2.24 3.11
H -0.04 -0.48 1.73
H 1.00 2.46 0.97
H 2.18 4.95 3.18
H 2.10 6.73 3.12
H 2.19 5.92 4.70
H -1.25 7.20 4.54
H 0.29 7.21 5.42
H 0.19 7.99 3.85
H 2.12 2.56 3.86
H 3.43 0.86 5.06
```

Calculated values
net charge = 0
LUMO = -0.696 eV
E = -2478.86177 a.u.
orbital gap = 5.8 eV
maximum force = 2.46 eV Å⁻¹


# C16H20AgIN5O9P2

C16H20AgIN5O9P2 as an isolated structure (wB97M-V/def2-TZVPD, the OMol25 dataset).

The geometry in XYZ format:
```
54
C16H20AgIN5O9P2, DFT wB97M-V/def2-TZVPD
Ag -0.29 0.25 -0.26
O 3.86 -0.84 -1.48
C 2.72 -0.44 -1.28
N 2.09 -0.09 -0.14
C 2.75 -0.02 1.04
O 3.96 0.05 1.25
C 1.83 0.01 2.27
C 2.41 -0.03 3.53
C 1.59 0.03 4.64
C 0.22 0.12 4.46
C -0.27 0.14 3.17
N 0.51 0.07 2.10
C 1.83 -0.36 -2.53
C 2.43 -0.01 -3.74
C 1.66 0.04 -4.88
C 0.32 -0.33 -4.80
C -0.18 -0.68 -3.56
N 0.54 -0.67 -2.44
H 3.49 -0.09 3.60
H 2.01 0.00 5.64
H -0.46 0.18 5.31
H -1.34 0.21 2.96
H 3.49 0.22 -3.74
H 2.09 0.33 -5.83
H -0.32 -0.34 -5.67
H -1.21 -1.00 -3.47
N -3.19 3.56 0.34
C -2.72 2.75 -0.88
C -3.39 3.32 -2.13
P -3.45 1.07 -0.46
O -3.52 0.35 -1.90
O -4.82 1.47 0.00
O -2.58 0.26 0.46
P -0.91 3.17 -0.81
O -0.32 2.24 -2.02
O -0.82 4.62 -1.15
O -0.47 2.70 0.54
H -4.11 3.16 0.59
H -3.22 4.56 0.12
H -2.50 3.40 1.08
H -4.48 3.24 -2.07
H -3.05 2.77 -3.00
H -3.09 4.37 -2.26
H -2.67 -0.06 -2.09
H 0.65 2.24 -1.96
N -2.14 -2.43 1.27
C -1.06 -3.02 0.73
O -0.21 -2.43 0.08
C -0.87 -4.50 1.03
I -2.37 -5.70 0.10
H -2.33 -1.44 1.04
H -2.86 -2.97 1.71
H -0.93 -4.71 2.09
H 0.08 -4.82 0.63
```

Calculated values
net charge = -1
relative energy (zero: lowest compared OMol25 entry of this formula, charge and spin) = 15.90 kJ/mol
LUMO = 2.012 eV
E = -2700.40767 a.u.
orbital gap = 7.1 eV
maximum force = 0.73 eV Å⁻¹


# C39H65N2O2RuSeSi2Te4

C39H65N2O2RuSeSi2Te4 as an isolated structure in a non-equilibrium geometry (wB97M-V/def2-TZVPD, the OMol25 dataset).

The geometry in XYZ format:
```
116
C39H65N2O2RuSeSi2Te4, DFT wB97M-V/def2-TZVPD
Ru -0.20 -2.57 0.39
C 2.38 1.96 -5.27
C 1.85 2.67 -3.99
C 0.41 3.14 -4.26
C 2.75 3.91 -3.68
C 1.86 1.70 -2.80
C 0.71 1.34 -2.06
C 0.73 0.25 -1.20
Se -0.89 -0.17 -0.23
C -0.82 1.27 1.20
C -1.10 2.50 0.67
C -1.15 3.67 1.46
C -0.88 3.53 2.85
C -0.55 2.32 3.45
C -0.40 1.09 2.61
O 0.02 0.00 3.04
C -0.27 2.40 4.97
C -0.13 1.04 5.67
C -1.49 3.08 5.70
C 0.99 3.26 5.20
C -1.52 5.01 0.85
C -2.96 4.90 0.25
C -0.55 5.28 -0.33
C -1.46 6.17 1.83
C 1.91 -0.58 -1.11
O 1.81 -1.84 -0.83
C 3.16 0.11 -1.46
C 3.06 1.12 -2.40
C 4.59 -0.30 -1.06
C 5.49 0.97 -0.81
C 5.27 -1.03 -2.27
C 4.65 -1.18 0.20
H 2.31 2.65 -6.12
H 1.75 1.06 -5.43
H 3.43 1.62 -5.19
H 0.42 3.74 -5.18
H 0.00 3.79 -3.45
H -0.26 2.30 -4.47
H 2.64 4.68 -4.44
H 3.81 3.67 -3.65
H 2.48 4.38 -2.72
H -0.24 1.84 -2.22
H -1.34 2.57 -0.39
H -0.86 4.44 3.47
H -1.04 0.42 5.51
H -0.02 1.23 6.76
H 0.72 0.47 5.27
H -2.47 2.69 5.42
H -1.46 4.16 5.52
H -1.37 2.89 6.78
H 1.87 2.84 4.68
H 1.25 3.27 6.26
H 0.84 4.30 4.86
H -3.02 4.12 -0.54
H -3.28 5.84 -0.17
H -3.70 4.62 1.02
H -0.63 4.52 -1.12
H 0.50 5.32 0.00
H -0.83 6.26 -0.77
H -2.13 6.03 2.69
H -1.77 7.10 1.34
H -0.45 6.34 2.24
H 4.00 1.49 -2.85
H 5.61 1.50 -1.75
H 6.49 0.64 -0.51
H 5.07 1.65 -0.06
H 5.43 -0.35 -3.11
H 4.64 -1.86 -2.65
H 6.27 -1.40 -1.95
H 4.38 -0.60 1.09
H 5.65 -1.57 0.36
H 3.94 -1.99 0.14
Te 1.77 -2.38 2.51
Te 2.37 -2.65 5.13
Te -1.21 -3.12 5.66
Te -1.45 -2.86 3.04
C 2.07 -5.10 -0.31
Si 0.19 -5.21 -0.29
C -0.24 -5.85 1.47
C -0.17 -6.56 -1.56
C -1.01 -3.65 -0.88
Si -1.36 -3.14 -2.59
C -2.62 -1.76 -2.53
C -2.31 -4.54 -3.42
C 0.10 -2.69 -3.70
H 2.49 -6.13 -0.37
H 2.45 -4.59 0.59
H 2.45 -4.58 -1.22
H 0.03 -6.94 1.48
H -1.31 -5.75 1.72
H 0.32 -5.33 2.27
H 0.28 -7.49 -1.17
H 0.31 -6.33 -2.52
H -1.24 -6.70 -1.74
H -2.03 -3.77 -0.42
H -3.03 -1.60 -1.51
H -3.44 -2.06 -3.20
H -2.17 -0.81 -2.93
H -3.20 -4.88 -2.82
H -1.69 -5.44 -3.63
H -2.67 -4.16 -4.38
H 1.07 -2.74 -3.14
H 0.03 -1.64 -4.09
H 0.11 -3.36 -4.57
C -4.70 -4.16 1.43
C -4.86 -2.70 1.40
N -3.90 -1.85 1.07
C -4.43 -0.61 1.25
C -5.75 -0.70 1.66
N -6.00 -2.06 1.75
H -3.72 -4.41 1.83
H -4.72 -4.58 0.40
H -5.51 -4.59 2.05
H -3.82 0.26 1.15
H -6.48 0.06 1.85
H -6.85 -2.55 2.03
```

Calculated values
net charge = -2
relative energy (zero: lowest compared OMol25 entry of this formula, charge and spin) = 73.10 kJ/mol
⟨S²⟩ = 8.911
LUMO (alpha / beta) = 3.790 / 3.394 eV
E = -5932.43210 a.u.
orbital gap (alpha / beta) = 5.0 / 4.7 eV
2S+1 = 6
maximum force = 5.39 eV Å⁻¹